{"formula": "C12H40BBaO16P4", "method": "ωB97M-V/def2-TZVPD", "spin_multiplicity": 1, "lumo_energy_ev": -2.36, "fmax_ha_per_bohr": 0.022, "charge": 1, "de_lowest_kcal_mol": 0.0, "total_energy_ev": -84385.6217, "homo_ev": -12.1, "homo_lumo_gap_ev": 9.73, "species": ["Ba", "P", "P", "P", "P", "O", "O", "O", "O", "O", "O", "O", "O", "O", "O", "O", "O", "O", "O", "O", "O", "C", "C", "C", "C", "C", "C", "C", "C", "C", "C", "C", "C", "B", "H", "H", "H", "H", "H", "H", "H", "H", "H", "H", "H", "H", "H", "H", "H", "H", "H", "H", "H", "H", "H", "H", "H", "H", "H", "H", "H", "H", "H", "H", "H", "H", "H", "H", "H", "H", "H", "H", "H", "H"], "xyz": [[-0.160, 0.325, -0.139], [3.390, 0.512, -2.371], [-0.617, -1.944, 3.268], [-2.511, 3.350, 1.167], [-0.223, -3.538, -1.385], [4.375, -0.699, -2.271], [0.650, -2.747, 3.665], [-1.729, -3.033, 3.227], [-1.157, -4.754, -1.120], [0.083, -3.676, -2.910], [-0.723, -2.233, -0.929], [1.116, -4.023, -0.696], [2.261, 0.468, -1.421], [-3.385, 3.126, 2.433], [-0.468, -1.132, 2.044], [2.988, 0.404, -3.868], [-0.983, -1.090, 4.534], [-1.839, 4.774, 1.333], [-3.546, 3.599, 0.030], [-1.564, 2.253, 0.931], [4.327, 1.759, -2.214], [2.351, -3.419, -1.127], [-0.795, 4.948, 2.307], [-0.191, 0.080, 4.806], [2.159, 1.445, -4.433], [3.881, 3.000, -1.628], [1.538, -3.337, 2.725], [0.112, -2.533, -3.782], [-3.121, -2.637, 3.228], [-3.111, 3.708, -1.342], [-2.137, -4.775, -0.079], [5.009, -0.965, -1.019], [-4.476, 4.015, 2.741], [-1.099, 1.190, -2.635], [-3.029, -4.228, -0.386], [-2.027, 3.675, -1.421], [-3.257, -1.582, 3.450], [-3.544, -2.904, 2.264], [1.116, 1.168, -4.344], [1.594, -4.410, 2.901], [4.732, 3.402, -1.085], [4.511, -1.789, -0.509], [-1.484, 1.858, -3.561], [-1.793, -4.343, 0.862], [0.830, -0.017, 4.440], [-0.194, 0.216, 5.883], [-3.606, -3.209, 4.016], [2.533, -2.903, 2.798], [-0.936, 4.276, 3.154], [-2.006, 0.780, -1.960], [-0.654, 0.950, 4.340], [4.985, -0.107, -0.342], [6.049, -1.217, -1.204], [-0.413, 0.274, -2.999], [2.458, 1.589, -5.469], [3.125, -3.872, -0.515], [3.077, 2.812, -0.919], [-5.269, 3.902, 2.007], [3.576, 3.681, -2.417], [1.178, -3.225, 1.698], [-3.516, 4.622, -1.767], [-2.393, -5.819, 0.065], [0.170, 4.803, 1.828], [2.323, -2.337, -0.961], [1.132, -2.173, -3.907], [-3.502, 2.870, -1.916], [-0.849, 5.965, 2.688], [2.346, 2.412, -3.960], [-4.132, 5.050, 2.728], [-0.436, 1.843, -1.894], [2.515, -3.614, -2.185], [-0.247, -2.845, -4.761], [-4.815, 3.765, 3.740], [-0.555, -1.740, -3.453]], "atomic_forces_ev_per_a": [[0.08, -0.77, -0.06], [0.01, -0.47, -0.31], [-0.23, 0.21, 0.02], [-0.41, 0.83, -0.57], [0.17, -0.77, -0.18], [0.09, -0.19, -0.02], [0.47, 0.02, 0.44], [-0.45, 0.06, 0.05], [-0.21, -0.03, 0.18], [-0.02, 0.33, -0.26], [0.07, 0.58, 0.17], [0.30, 0.20, 0.09], [-0.27, 0.19, 0.70], [-0.16, -0.37, 0.42], [0.15, 0.13, -0.12], [-0.05, 0.04, -0.35], [0.26, -0.05, 0.04], [0.13, -0.05, 0.08], [-0.10, -0.02, -0.01], [0.55, -0.38, 0.32], [-0.10, 0.50, 0.26], [-0.31, 0.10, 0.25], [-0.06, 0.13, 0.10], [-0.21, 0.35, 0.11], [0.22, 0.43, -0.30], [0.28, -0.23, 0.25], [0.12, -0.55, -0.94], [-0.33, 0.16, -0.77], [-0.14, -0.39, 0.14], [-0.05, -0.14, -0.55], [-0.49, 0.01, 0.15], [0.18, -0.01, 0.54], [0.03, 0.37, 0.01], [-0.30, 0.29, -0.76], [0.06, -0.02, -0.14], [0.00, 0.12, 0.01], [0.14, 0.07, -0.16], [-0.05, 0.13, -0.03], [-0.13, 0.02, 0.04], [0.00, 0.08, 0.28], [0.01, 0.09, -0.11], [0.03, -0.03, -0.17], [-0.06, -0.01, -0.03], [0.30, -0.06, -0.10], [0.02, -0.15, 0.06], [0.08, -0.06, 0.01], [0.00, -0.04, -0.06], [-0.07, 0.12, 0.23], [0.12, -0.12, -0.07], [-0.53, -0.29, 0.29], [-0.03, -0.08, -0.06], [-0.03, 0.09, -0.19], [-0.04, -0.06, -0.13], [0.28, -0.38, 0.03], [-0.05, -0.38, -0.03], [0.11, 0.01, -0.11], [-0.11, 0.05, -0.14], [-0.03, -0.13, 0.05], [-0.06, 0.06, 0.02], [-0.02, 0.19, 0.13], [0.10, 0.14, 0.21], [0.01, -0.02, 0.07], [0.05, -0.15, 0.06], [0.04, -0.06, 0.00], [0.04, 0.06, 0.24], [-0.01, -0.09, 0.21], [-0.10, 0.06, -0.16], [-0.12, -0.15, 0.26], [0.03, -0.05, 0.01], [0.51, 1.04, 0.02], [0.09, -0.10, 0.01], [0.07, -0.27, 0.10], [-0.05, -0.11, -0.03], [0.18, -0.02, 0.29]]}

***

{"formula": "C7H11O3PS", "method": "ωB97M-V/def2-TZVPD", "spin_multiplicity": 1, "lumo_energy_ev": 0.59, "fmax_ha_per_bohr": 0.109, "charge": 0, "de_lowest_kcal_mol": 40.4, "total_energy_ev": -33702.2560, "homo_ev": -7.8, "homo_lumo_gap_ev": 8.43, "smiles": "CO[P@@](C)(=O)C(=O)[C@H]1CC=CS1", "species": ["S", "P", "O", "O", "O", "C", "C", "C", "C", "C", "C", "C", "H", "H", "H", "H", "H", "H", "H", "H", "H", "H", "H"], "xyz": [[0.571, -1.670, 0.191], [-1.262, 0.814, -0.322], [-2.009, 0.234, 0.751], [0.891, 2.048, 0.688], [-1.339, -0.023, -1.747], [-1.777, 2.473, -0.937], [1.695, -0.297, -0.059], [2.570, -0.238, 1.227], [1.985, -1.081, 2.269], [-1.994, -1.269, -1.848], [0.556, 1.069, 0.146], [1.149, -2.031, 1.842], [-1.305, -1.777, -2.415], [-1.922, 2.454, -1.960], [-1.078, 3.183, -0.588], [0.627, -2.756, 2.290], [2.762, 0.824, 1.506], [-2.861, 2.591, -0.641], [-2.810, -1.276, -2.558], [1.972, -0.317, -1.066], [-2.289, -1.542, -0.909], [3.569, -0.420, 0.849], [2.300, -0.993, 3.291]], "atomic_forces_ev_per_a": [[0.34, -1.66, -0.18], [0.63, 1.04, -3.88], [-1.65, -0.94, 2.30], [0.39, 1.82, 0.98], [0.45, 2.29, 1.18], [-1.81, -1.81, 1.97], [-3.86, 2.23, 3.39], [1.01, 2.42, -2.47], [0.09, -1.61, 0.35], [-0.23, 1.64, -1.93], [1.22, -3.60, -1.80], [1.09, 4.08, -2.49], [1.77, -2.54, -0.33], [0.64, -0.08, -2.33], [0.30, 1.20, 0.38], [-1.62, -2.51, 2.12], [-0.84, -0.42, 0.09], [1.30, 0.25, 0.59], [-0.85, 0.85, 0.17], [1.35, 0.25, -1.19], [-0.59, -1.62, 2.21], [0.61, -1.19, 0.58], [0.25, -0.11, 0.27]]}

***

{"formula": "C21H24N2OP2Pm", "method": "ωB97M-V/def2-TZVPD", "spin_multiplicity": 5, "lumo_energy_ev": [-4.75, -4.36], "fmax_ha_per_bohr": 0.080, "charge": 1, "de_lowest_kcal_mol": 55.4, "total_energy_ev": -62318.6708, "homo_ev": [-10.7, -10.6], "homo_lumo_gap_ev": [5.91, 6.21], "species": ["Pm", "P", "P", "O", "N", "N", "C", "C", "C", "C", "C", "C", "C", "C", "C", "C", "C", "C", "C", "C", "C", "C", "C", "C", "C", "C", "C", "H", "H", "H", "H", "H", "H", "H", "H", "H", "H", "H", "H", "H", "H", "H", "H", "H", "H", "H", "H", "H", "H", "H", "H"], "xyz": [[-1.329, 0.788, 0.008], [0.283, 2.047, 1.929], [0.227, 1.522, -2.260], [-2.980, -0.923, -0.466], [-1.970, 4.353, -0.408], [0.218, -0.801, 0.073], [-0.560, -2.573, 1.559], [0.259, -1.997, -3.407], [1.421, 3.465, 1.750], [-2.754, -1.966, 0.192], [0.550, -1.178, 3.711], [0.743, -0.663, 2.434], [1.370, 2.941, -2.468], [0.150, -1.367, 1.361], [-0.774, -3.041, 2.875], [-1.213, -3.134, 0.381], [-0.603, 1.443, -3.897], [-0.468, -3.194, -3.271], [1.357, 0.046, -2.440], [-0.290, 2.340, 3.653], [-0.812, -3.704, -2.022], [-1.465, 3.293, -0.318], [0.618, -1.251, -2.282], [-0.211, -2.341, 3.939], [-0.496, -2.949, -0.868], [1.477, 0.643, 2.242], [0.213, -1.719, -0.999], [1.970, 3.623, 2.690], [1.795, 0.139, -3.442], [0.121, 1.369, -4.725], [2.156, 0.166, -1.697], [-0.350, -2.698, 4.968], [2.099, 2.962, -1.644], [2.128, 3.306, 0.924], [-3.126, -3.021, -0.011], [1.904, 2.894, -3.429], [0.777, 3.867, -2.421], [0.981, -0.645, 4.569], [-0.717, 1.425, 4.084], [-0.730, -3.770, -4.170], [-1.218, 2.348, -4.021], [-1.278, -4.010, 3.051], [0.814, 4.352, 1.524], [-1.070, 3.111, 3.614], [-1.332, -4.679, -1.913], [0.523, -1.632, -4.413], [2.203, 0.601, 1.416], [-1.262, 0.563, -3.925], [-1.901, -3.974, 0.533], [2.002, 0.929, 3.165], [0.550, 2.692, 4.272]], "atomic_forces_ev_per_a": [[-1.47, 1.03, -0.41], [1.33, -0.27, 1.58], [0.89, -0.66, -1.21], [-0.01, -1.54, 1.87], [1.02, -1.78, 0.15], [1.26, -1.48, -0.61], [0.44, -0.05, 1.44], [-0.22, -0.06, 0.33], [-0.18, 0.25, -0.41], [1.59, -1.88, -3.28], [-0.35, -0.21, 0.55], [-0.40, -0.17, 0.22], [-0.14, 0.21, 0.33], [0.15, 0.10, -0.11], [0.63, -0.30, -0.39], [0.41, 1.91, 1.28], [-0.39, 0.16, 0.10], [0.06, -0.79, -0.17], [0.05, 0.56, 0.02], [-0.36, 0.09, -0.18], [0.14, 0.12, -0.22], [-1.15, 1.48, -0.16], [-0.03, -0.46, -0.14], [0.16, 0.18, 0.15], [-0.65, 0.34, -0.49], [0.05, 0.19, 0.07], [-0.89, 0.85, 0.01], [-0.14, -0.12, -0.34], [0.05, -0.23, 0.21], [-0.17, 0.10, 0.37], [-0.15, -0.15, -0.08], [0.09, 0.17, -0.56], [-0.21, -0.01, -0.27], [-0.21, 0.05, 0.23], [-2.77, 2.01, -0.16], [-0.22, -0.10, 0.32], [0.20, -0.26, -0.02], [-0.15, -0.31, -0.38], [0.09, 0.22, -0.10], [0.15, 0.35, 0.46], [0.14, -0.31, -0.06], [0.15, 0.78, -0.16], [0.23, -0.14, 0.05], [0.19, -0.15, 0.19], [0.33, 0.86, -0.17], [-0.09, -0.24, 0.61], [-0.25, -0.04, 0.18], [0.15, 0.27, -0.04], [0.90, -0.10, -0.11], [0.06, -0.30, -0.26], [-0.30, -0.15, -0.21]]}